The following is a quantum chemistry calculation of 15 unconnected molecules or ions with the total composition C70H105N5O30, from OMol25.

Structure (XYZ):
```
210
Properties=species:S:1:pos:R:3:forces:R:3
O -6.806 4.219 0.388 -0.27 -0.28 -0.15
C -6.068 4.943 0.990 2.16 0.26 -0.25
O -4.730 5.096 0.702 -0.57 -0.52 0.27
C -4.159 4.100 -0.226 -1.56 1.77 0.44
C -2.700 4.407 -0.367 -0.29 -2.19 -2.34
C -6.350 5.771 2.182 -1.83 -0.91 1.27
H -4.775 4.326 -1.118 0.73 -1.00 0.01
H -4.369 3.140 0.240 0.04 -0.23 -0.29
H -2.509 4.984 -1.261 0.13 0.43 -0.01
H -2.166 3.451 -0.516 -0.17 0.28 -0.08
H -2.279 4.811 0.475 0.76 1.27 2.08
H -5.816 5.368 3.035 0.44 -0.24 0.00
H -7.415 5.651 2.480 0.57 0.49 -0.50
H -6.036 6.782 2.092 0.07 0.87 -0.32
O -0.434 -5.664 5.024 0.38 0.33 -0.61
C -0.478 -4.899 4.082 -2.56 -0.31 -0.41
O 0.525 -4.367 3.437 0.22 0.66 -0.16
C 1.849 -4.643 3.876 0.36 -2.08 0.48
C 2.357 -5.766 2.953 -1.20 0.16 -0.61
C -1.816 -4.345 3.512 1.11 -0.12 0.26
H 1.814 -5.107 4.886 0.02 0.84 -0.38
H 2.350 -3.703 3.862 0.66 0.40 -0.12
H 1.897 -5.620 1.944 0.67 0.04 0.59
H 1.889 -6.684 3.336 0.41 0.05 -0.16
H 3.429 -5.889 2.864 0.15 0.12 0.17
H -2.631 -5.008 3.782 -0.02 -0.20 -0.54
H -1.789 -3.899 2.494 0.06 -0.98 0.51
H -1.958 -3.490 4.131 -0.28 1.00 0.72
O -3.037 -0.032 2.793 -0.17 -0.53 -1.45
C -3.660 -0.060 1.743 0.23 1.32 0.66
O -5.033 -0.152 1.714 1.36 -0.58 -0.45
C -5.498 -0.597 2.963 -0.01 0.31 1.89
C -5.463 -2.095 3.148 -0.42 0.46 1.13
C -3.112 0.110 0.354 -1.30 -0.10 0.24
H -6.486 -0.190 3.118 -0.35 0.05 -0.21
H -4.816 -0.161 3.707 -0.66 0.05 0.01
H -5.890 -2.553 2.303 -0.84 -0.84 -1.00
H -6.021 -2.366 4.081 0.48 0.16 -0.83
H -4.452 -2.452 3.214 0.61 -0.14 0.19
H -2.886 -0.907 0.024 0.15 0.17 -0.35
H -2.239 0.744 0.322 0.21 0.06 0.12
H -3.945 0.529 -0.252 0.72 -0.33 0.13
O 4.917 -2.984 -3.964 -0.51 -0.21 1.52
C 5.689 -3.139 -4.856 0.04 0.86 -1.71
O 6.798 -3.935 -4.816 -0.84 1.29 -1.18
C 6.754 -4.717 -3.678 1.55 -1.57 1.73
C 6.080 -6.049 -3.929 -0.80 -0.39 -0.14
C 5.371 -2.467 -6.173 0.22 -2.27 0.50
H 6.242 -4.162 -2.926 -0.61 0.08 0.65
H 7.769 -4.827 -3.246 -0.22 -0.12 -0.72
H 6.655 -6.783 -4.542 -0.48 0.94 -0.03
H 5.031 -5.844 -4.323 1.35 -0.56 0.30
H 5.984 -6.563 -2.971 -0.25 0.09 0.13
H 4.952 -1.520 -5.936 -0.25 0.84 -0.23
H 4.568 -3.157 -6.552 0.69 0.83 -0.18
H 6.244 -2.472 -6.800 0.04 0.26 -0.57
O 1.411 5.284 -5.360 -1.36 -0.38 1.34
C 0.595 5.055 -4.484 0.23 -0.05 0.78
O 0.819 5.248 -3.126 0.35 -0.14 -1.01
C 2.165 5.595 -2.707 0.12 0.02 -1.93
C 2.424 4.963 -1.387 -0.05 0.45 1.14
C -0.820 4.451 -4.594 1.63 0.68 -0.99
H 2.205 6.691 -2.646 0.14 -0.26 -0.01
H 2.831 5.253 -3.537 -0.22 0.37 0.79
H 2.462 3.877 -1.387 0.06 -0.08 -0.24
H 1.589 5.271 -0.749 0.11 -0.20 0.21
H 3.338 5.370 -0.917 -0.29 -0.25 -0.34
H -0.702 3.373 -4.635 -0.15 -0.17 0.09
H -1.222 4.802 -5.531 -0.34 -0.07 -0.34
H -1.434 4.759 -3.775 -0.26 -0.01 0.49
O -6.596 -1.086 6.455 -0.02 -1.10 0.01
C -6.004 -0.085 6.178 -1.26 1.71 -0.34
O -4.714 0.121 6.296 1.81 -0.63 -0.56
C -3.805 -1.001 6.579 -0.15 -0.48 1.50
C -2.399 -0.424 6.518 -0.95 -0.35 1.51
C -6.766 1.210 5.762 1.59 -0.97 -0.50
H -3.828 -1.850 5.879 -0.90 0.47 -0.07
H -4.090 -1.358 7.606 0.34 0.07 -0.98
H -2.379 0.347 7.289 0.53 -0.20 0.08
H -2.421 0.102 5.597 0.96 0.21 -1.16
H -1.613 -1.207 6.691 -0.74 0.88 -0.49
H -7.297 1.416 6.663 -0.60 0.72 0.52
H -7.473 0.918 4.984 0.07 0.23 0.10
H -6.082 2.032 5.433 -0.68 -0.73 0.34
O -1.879 -2.458 -1.135 -0.49 -0.12 -0.06
C -1.612 -2.175 -2.279 -0.24 1.04 -0.26
O -0.531 -2.606 -2.890 -0.40 0.22 -0.53
C 0.265 -3.418 -2.083 0.47 -1.88 -0.65
C 1.501 -3.783 -2.890 -0.76 -0.92 0.28
C -2.354 -1.240 -3.182 -1.13 0.58 0.54
H -0.354 -4.256 -1.638 0.82 0.53 -0.91
H 0.612 -2.885 -1.260 0.41 1.17 1.55
H 1.243 -4.298 -3.822 -0.01 0.60 -0.19
H 1.879 -4.608 -2.302 1.14 0.01 0.26
H 2.193 -2.928 -3.013 -0.35 -0.71 0.02
H -1.759 -0.810 -3.961 0.59 -0.10 -0.38
H -2.788 -0.416 -2.623 0.20 0.14 0.48
H -3.241 -1.688 -3.604 -0.12 -0.60 -0.29
O 3.851 0.539 -7.303 -1.54 2.15 0.23
C 3.245 1.430 -6.689 1.06 -2.01 -0.46
O 2.348 2.326 -7.140 0.50 -0.17 0.67
C 1.769 2.145 -8.399 -0.89 0.46 -0.98
C 1.570 3.523 -9.048 0.87 -0.94 0.61
C 3.284 1.533 -5.220 0.04 0.06 -0.48
H 0.814 1.620 -8.274 0.06 0.07 0.05
H 2.423 1.524 -8.938 0.73 -0.84 -1.10
H 0.921 4.038 -8.358 -0.35 0.66 -0.24
H 1.210 3.470 -10.081 -0.16 -0.02 0.37
H 2.558 3.996 -9.034 -0.27 0.19 -0.13
H 2.468 0.911 -4.954 -0.87 -1.09 0.56
H 2.905 2.495 -4.980 0.43 1.09 0.80
H 4.183 1.147 -4.773 0.30 0.29 0.21
O 0.983 0.737 1.726 -0.89 -0.47 -0.89
C 0.493 -0.069 0.951 1.10 -0.44 0.12
O 0.262 0.155 -0.365 0.00 0.72 1.22
C 0.636 1.473 -0.721 0.45 0.76 -1.13
C 0.210 1.687 -2.155 -0.79 0.17 -0.71
C 0.217 -1.505 1.208 -0.36 0.06 0.50
H 1.718 1.538 -0.652 0.29 0.01 -0.01
H 0.272 2.210 -0.013 -0.54 0.00 0.07
H 0.256 2.743 -2.481 0.13 -0.44 0.41
H -0.848 1.365 -2.333 0.79 0.21 0.28
H 0.853 1.102 -2.822 -0.17 0.02 0.08
H -0.334 -1.589 2.135 -0.39 -0.09 0.17
H 1.140 -2.054 1.382 0.21 0.05 -0.27
H -0.338 -1.860 0.345 -0.01 -0.48 0.36
O 0.348 -0.452 -5.731 -1.32 0.28 -1.93
C -0.348 -0.798 -6.699 1.19 -0.85 2.51
O 0.093 -1.709 -7.556 -0.52 0.19 -1.31
C 1.500 -2.057 -7.587 -0.61 1.36 1.19
C 1.821 -2.634 -8.894 -0.55 -1.67 -0.72
C -1.847 -0.566 -6.800 1.04 0.94 0.65
H 1.655 -2.696 -6.775 0.28 -1.33 1.29
H 2.044 -1.165 -7.314 0.38 0.32 -0.41
H 2.906 -2.679 -9.054 -0.34 -0.37 0.08
H 1.415 -1.955 -9.594 -0.24 0.73 -1.21
H 1.257 -3.619 -9.077 1.21 1.21 0.35
H -2.085 0.163 -6.020 -0.23 -0.33 -0.13
H -2.295 -1.524 -6.640 -0.44 -0.58 0.38
H -2.230 -0.206 -7.733 0.21 0.24 -0.74
C 4.890 2.685 2.842 -0.34 -0.53 -0.16
C 5.671 2.070 3.815 0.07 -0.07 -0.14
C 5.492 0.713 4.043 1.90 0.29 3.48
C 4.621 0.013 3.313 -0.85 -0.87 0.08
C 3.825 0.578 2.373 -0.47 0.57 -2.00
C 3.961 1.955 2.094 -0.83 -0.46 -0.08
N 4.342 -1.388 3.666 2.80 0.55 2.70
O 4.925 -1.910 4.627 -0.19 0.89 -0.74
O 3.573 -1.963 3.005 -2.60 -1.89 -2.30
H 4.945 3.742 2.715 0.16 0.60 -0.19
H 6.390 2.639 4.404 -0.33 -0.14 -0.12
H 5.880 0.200 4.984 -0.03 0.79 -1.61
H 3.181 -0.129 1.838 -0.05 0.87 0.15
H 3.256 2.450 1.368 0.97 -0.64 0.85
C 7.890 -1.036 0.393 -0.65 -1.91 0.05
C 7.083 -2.183 0.568 -0.63 0.45 0.35
C 5.739 -2.105 0.159 0.37 0.61 -0.53
C 5.256 -0.930 -0.451 -0.17 -1.77 0.09
C 6.023 0.188 -0.542 -0.71 -0.02 -0.06
C 7.303 0.092 -0.144 2.89 0.44 1.05
N 3.876 -0.918 -0.982 -0.52 1.36 0.74
O 3.123 -1.760 -0.512 0.12 0.45 -0.92
O 3.546 0.030 -1.718 0.45 -1.77 0.90
H 8.948 -1.084 0.657 -0.41 0.27 0.00
H 7.416 -3.082 1.121 -0.05 0.65 -0.64
H 5.049 -2.920 0.260 -0.05 -0.32 0.09
H 5.621 1.124 -0.790 -0.56 0.97 -0.75
H 7.972 0.934 -0.130 -0.17 0.61 -0.36
C -0.319 2.525 7.043 -1.90 -0.81 -0.12
C -1.712 2.781 7.248 1.49 0.17 -1.72
C -2.508 3.018 6.095 -0.33 0.55 1.67
C -1.963 2.871 4.837 0.59 -0.90 -0.70
C -0.646 2.444 4.631 -1.20 1.19 -0.77
C 0.151 2.379 5.714 1.60 -0.56 2.09
N -2.815 2.910 3.635 -0.87 -0.11 0.09
O -2.386 2.770 2.516 1.33 0.13 -0.15
O -4.000 3.025 3.835 -1.24 0.34 0.58
H 0.304 2.173 7.876 -0.11 0.66 -0.40
H -2.199 2.782 8.222 0.34 0.14 -0.15
H -3.536 3.363 6.313 0.58 -0.52 -0.78
H -0.257 2.281 3.636 -0.15 -0.13 -0.05
H 1.196 2.103 5.569 -0.24 0.08 0.12
C -7.744 0.437 -2.861 -0.64 -0.46 -0.97
C -7.266 0.535 -4.176 -1.47 -1.55 -0.10
C -6.019 1.022 -4.472 -0.24 0.08 0.29
C -5.262 1.557 -3.461 -0.49 0.76 0.89
C -5.829 1.750 -2.196 0.42 -1.11 -0.23
C -7.043 1.138 -1.901 -0.38 0.15 0.42
N -3.928 2.091 -3.767 0.69 0.96 3.29
O -3.264 2.506 -2.758 -1.26 -1.00 -2.63
O -3.560 2.137 -4.906 0.39 -0.05 -0.42
H -8.662 -0.219 -2.680 1.30 1.43 0.00
H -7.926 0.098 -4.949 0.78 0.29 0.24
H -5.633 0.990 -5.447 0.39 -0.02 -1.19
H -5.273 2.181 -1.394 0.17 0.46 0.09
H -7.482 1.256 -0.922 0.29 -0.07 0.24
C -0.565 -3.255 8.554 -0.37 -0.76 -0.16
C -0.086 -3.583 7.266 -0.20 1.14 0.40
C 0.718 -2.629 6.642 -0.71 -0.64 0.54
C 1.030 -1.504 7.388 1.94 0.41 -3.41
C 0.657 -1.199 8.628 -1.06 0.67 1.53
C -0.250 -2.063 9.211 0.68 -1.46 -0.51
N 1.922 -0.477 6.693 -1.21 -0.72 1.78
O 2.376 -0.754 5.619 0.33 0.42 -0.49
O 2.076 0.547 7.338 0.73 0.19 -0.91
H -1.207 -3.986 9.065 0.24 0.41 -0.22
H -0.387 -4.467 6.705 0.09 0.11 0.53
H 1.018 -2.764 5.613 0.28 0.23 0.11
H 1.008 -0.267 9.056 -0.16 -0.28 0.18
H -0.547 -1.962 10.219 -0.52 0.40 0.86
```
Positions in Å, forces in eV/Å.

## Properties
Largest force on an atom (eV/A): 3.98
Orbital gap (eV): 8.9
E_tot (eV): -143154.681
Lowest unoccupied orbital energy (eV): -0.813

Atomic partial charges in e from the Mulliken method, atoms 1 to 99:
1 O -0.56
2 C 0.75
3 O -0.42
4 C 0.72
5 C -1.57
6 C -1.00
7 H 0.66
8 H -0.30
9 H 0.37
10 H -0.12
11 H 0.65
12 H 0.11
13 H 0.34
14 H 0.33
15 O -0.70
16 C 0.56
17 O 0.14
18 C 0.31
19 C -1.47
20 C -0.56
21 H 0.41
22 H -0.09
23 H 0.23
24 H 0.41
25 H 0.39
26 H 0.46
27 H 0.13
28 H -0.10
29 O -0.50
30 C 0.24
31 O -0.24
32 C 0.32
33 C -1.16
34 C 0.66
35 H 0.30
36 H -0.08
37 H 0.46
38 H 0.37
39 H -0.01
40 H 0.40
41 H -0.54
42 H -0.50
43 O -0.50
44 C 0.62
45 O -0.39
46 C 0.07
47 C -1.00
48 C -0.52
49 H 0.03
50 H 0.35
51 H 0.28
52 H 0.22
53 H 0.34
54 H 0.00
55 H 0.13
56 H 0.35
57 O -0.62
58 C 0.70
59 O -0.26
60 C -0.43
61 C -0.68
62 C -0.60
63 H 0.27
64 H 0.35
65 H -0.03
66 H 0.26
67 H 0.46
68 H -0.02
69 H 0.49
70 H 0.15
71 O -0.60
72 C 0.70
73 O -0.06
74 C -0.45
75 C 0.73
76 C -0.99
77 H 0.12
78 H 0.41
79 H 0.17
80 H -0.29
81 H -0.39
82 H 0.42
83 H 0.33
84 H 0.07
85 O -0.80
86 C 0.88
87 O -0.17
88 C 0.65
89 C -1.33
90 C 0.15
91 H 0.31
92 H -0.48
93 H 0.44
94 H 0.50
95 H 0.10
96 H -0.35
97 H -0.53
98 H 0.61
99 O -0.67



The following is a quantum chemistry calculation of a gas-phase ion, C4H10NO (charge -1), from OMol25.

Structure (XYZ):
```
16
Properties=species:S:1:pos:R:3:forces:R:3
C 0.241 1.357 -1.096 -0.74 0.96 0.02
N 0.348 1.222 0.375 0.51 -0.57 -0.62
C 0.006 -0.164 0.852 1.12 -0.02 -0.33
C -1.445 -0.435 0.587 -1.34 0.59 -1.34
C 0.917 -1.287 0.133 -1.11 -0.65 0.86
O 0.375 -1.905 -0.907 0.09 0.22 -0.44
H 0.689 2.306 -1.406 0.20 0.15 0.26
H -0.815 1.499 -1.333 -0.05 -0.29 -0.22
H 0.664 0.600 -1.758 -0.04 -0.53 0.46
H 1.356 1.280 0.509 -0.08 0.01 0.44
H 0.304 -0.209 1.906 -0.24 0.26 0.09
H -1.480 -0.418 -0.509 -0.19 -0.32 0.00
H -1.950 -1.369 0.825 0.85 -0.40 0.42
H -2.187 0.330 0.869 0.61 0.29 0.43
H 1.918 -0.810 -0.071 -0.02 0.16 0.25
H 1.061 -1.995 1.023 0.44 0.13 -0.27
```
Positions in Å, forces in eV/Å.

## Properties
Largest force on an atom (eV/A): 1.99
Total charge: -1
Orbital gap (eV): 6.5
E_tot (eV): -7846.599
ΔE to the lowest compared entry with this formula, charge and spin (eV): 0.937
Lowest unoccupied orbital energy (eV): 4.381
SMILES: CN[C@@H](C)C[O-]

The natural (NBO) scheme yields these atomic charges, measured in e:
1 C -0.43
2 N -0.64
3 C -0.10
4 C -0.65
5 C -0.01
6 O -0.95
7 H 0.16
8 H 0.18
9 H 0.21
10 H 0.33
11 H 0.16
12 H 0.23
13 H 0.21
14 H 0.18
15 H 0.06
16 H 0.05



The following is a quantum chemistry calculation of a molecular structure, C17H19INO9PdS, from OMol25.

Structure (XYZ):
```
49
Properties=species:S:1:pos:R:3:forces:R:3
Pd 0.781 0.699 -0.651 0.37 -0.24 -0.20
O 3.844 2.281 -2.583 0.21 0.12 -0.05
C 2.709 2.210 -2.147 -0.35 -0.10 -0.04
O 1.864 1.262 -2.394 0.08 -0.04 0.09
C 2.153 3.405 -1.330 0.10 0.11 0.08
C 0.636 3.565 -1.490 -0.07 -0.13 -0.08
C 0.173 4.971 -1.127 0.05 0.05 -0.01
C 0.352 4.966 0.411 0.06 0.10 0.03
C 0.833 3.540 0.664 -0.03 -0.13 0.01
O 0.122 2.797 -0.364 0.04 0.37 -0.02
C 2.297 3.349 0.228 0.03 0.04 0.01
C 2.802 2.079 0.930 -0.01 0.00 -0.12
O 3.176 2.194 2.090 0.19 0.04 0.14
O 2.722 0.967 0.287 -0.18 -0.05 0.20
H 2.668 4.294 -1.703 0.02 -0.11 0.02
H 0.238 3.144 -2.409 -0.02 0.01 0.03
H -0.872 5.107 -1.398 -0.01 0.00 -0.02
H 0.767 5.734 -1.630 0.00 0.00 0.01
H -0.590 5.154 0.923 -0.01 -0.01 0.00
H 1.086 5.691 0.762 -0.02 0.01 0.00
H 0.593 3.127 1.640 0.00 -0.03 -0.03
H 2.929 4.154 0.601 -0.09 0.04 0.00
C -2.680 -5.936 -0.065 -0.04 0.00 0.02
C -2.563 -4.438 -0.119 -0.01 -0.03 -0.02
C -1.752 -3.829 -1.072 -0.05 0.00 -0.06
C -1.585 -2.453 -1.099 -0.05 0.01 -0.11
C -2.239 -1.670 -0.160 -0.13 -0.06 0.04
C -3.080 -2.252 0.779 0.07 -0.04 -0.07
C -3.234 -3.630 0.796 -0.01 0.00 0.02
S -1.920 0.068 -0.056 0.18 0.13 -0.21
O -1.360 0.448 -1.374 -0.28 -0.17 0.15
O -3.159 0.694 0.315 -0.01 0.04 -0.01
O -0.832 0.196 0.944 -0.14 -0.09 0.15
H -2.746 -6.364 -1.065 0.00 0.00 -0.02
H -3.560 -6.246 0.499 -0.01 0.01 0.00
H -1.802 -6.369 0.420 0.02 0.00 0.00
H -1.224 -4.441 -1.793 0.01 -0.01 -0.01
H -0.934 -1.989 -1.826 -0.02 0.01 0.02
H -3.599 -1.624 1.489 -0.02 0.03 0.02
H -3.886 -4.087 1.531 0.00 -0.01 0.01
N 2.185 -1.334 1.712 -0.18 0.20 0.07
C 1.311 -1.938 0.899 0.04 -0.02 0.26
O 1.187 -1.652 -0.289 -0.08 0.18 -0.42
C 0.441 -3.025 1.493 0.10 -0.03 0.10
I 1.245 -4.958 1.057 0.00 0.05 0.01
H 2.596 -0.448 1.368 0.07 -0.15 -0.07
H 2.089 -1.452 2.707 0.03 -0.05 -0.04
H -0.538 -2.998 1.027 0.13 -0.02 0.11
H 0.360 -2.963 2.573 0.02 -0.01 0.00
```
Positions in Å, forces in eV/Å.

## Properties
Largest force on an atom (eV/A): 0.48
Total charge: -1
Orbital gap (spin up / spin down) (eV): 7.6 / 8.0
Spin multiplicity: 3
Expectation value of S²: 2.00
E_tot (eV): -60274.290
Lowest unoccupied orbital energy (spin up / spin down) (eV): 2.021 / 2.012

The natural (NBO) scheme yields these atomic charges, measured in e:
1 Pd 1.35
2 O -0.66
3 C 0.80
4 O -0.79
5 C -0.36
6 C 0.07
7 C -0.42
8 C -0.43
9 C 0.09
10 O -0.54
11 C -0.35
12 C 0.79
13 O -0.69
14 O -0.80
15 H 0.23
16 H 0.24
17 H 0.21
18 H 0.21
19 H 0.21
20 H 0.21
21 H 0.23
22 H 0.23
23 C -0.63
24 C -0.02
25 C -0.22
26 C -0.20
27 C -0.28
28 C -0.21
29 C -0.23
30 S 2.40
31 O -1.01
32 O -0.96
33 O -1.03
34 H 0.21
35 H 0.21
36 H 0.23
37 H 0.22
38 H 0.26
39 H 0.24
40 H 0.20
41 N -0.80
42 C 0.67
43 O -0.68
44 C -0.59
45 I 0.08
46 H 0.46
47 H 0.39
48 H 0.26
49 H 0.22



Question: Which value of E_tot does entry 2 give?
Answer: -7846.599 eV